Here is a 13-piece molecular cluster, C41H114N6O13 overall at a distorted geometry from OMol25. Energies are from ωB97M-V/def2-TZVPD.

The geometry in XYZ format:
```
174
C41H114N6O13 | OMol25 | ωB97M-V/def2-TZVPD
C -5.898 2.698 2.526
C -4.816 1.787 3.220
O -4.653 0.578 2.439
H -6.819 2.105 2.336
H -5.601 2.892 1.489
H -6.133 3.640 3.017
H -5.283 1.483 4.157
H -3.860 2.312 3.385
H -4.097 0.755 1.658
C 3.457 3.620 -1.121
C 3.820 2.308 -0.416
O 3.013 2.126 0.759
H 3.598 4.385 -0.344
H 2.442 3.508 -1.449
H 4.074 3.833 -1.987
H 4.911 2.275 -0.187
H 3.638 1.477 -1.088
H 3.464 1.584 1.456
C -4.032 2.468 -1.564
C -2.786 2.023 -0.792
O -3.196 1.080 0.178
H -4.598 3.163 -0.899
H -4.589 1.572 -1.878
H -3.727 3.012 -2.479
H -2.308 2.942 -0.443
H -2.116 1.488 -1.466
H -2.476 0.600 0.606
C -1.227 4.254 2.269
C 0.058 3.741 2.824
O 0.048 3.741 4.234
H -1.220 4.364 1.176
H -1.480 5.229 2.716
H -2.019 3.532 2.512
H 0.856 4.379 2.436
H 0.343 2.761 2.490
H 0.431 2.927 4.573
C -2.707 -1.624 -5.640
C -2.215 -0.380 -4.883
C -3.394 0.518 -4.640
O -4.125 0.807 -5.848
C -5.217 1.653 -5.542
N -1.604 -0.725 -3.611
H -3.022 -1.335 -6.654
H -3.527 -2.123 -5.125
H -1.843 -2.311 -5.745
H -1.457 0.123 -5.451
H -3.071 1.450 -4.193
H -4.049 0.081 -3.864
H -5.961 1.240 -4.878
H -5.649 1.969 -6.493
H -4.776 2.628 -5.177
H -1.066 0.070 -3.249
H -2.335 -0.969 -2.958
C 3.191 -2.983 -5.069
C 2.156 -2.137 -4.375
C 2.184 -0.752 -5.027
O 3.522 -0.217 -4.959
C 3.846 0.371 -3.699
N 0.821 -2.553 -4.614
H 4.107 -2.411 -4.998
H 2.958 -3.126 -6.110
H 3.442 -3.936 -4.643
H 2.397 -2.067 -3.329
H 1.517 -0.037 -4.583
H 1.968 -0.926 -6.072
H 3.055 1.071 -3.410
H 4.791 0.867 -3.879
H 3.944 -0.362 -2.900
H 0.234 -1.995 -4.026
H 0.638 -3.518 -4.382
C -2.658 -2.790 0.987
C -2.551 -2.546 -0.507
C -2.680 -3.932 -1.259
O -1.778 -4.831 -0.686
C -1.911 -6.129 -1.324
N -3.531 -1.621 -1.028
H -1.700 -3.172 1.263
H -3.387 -3.476 1.414
H -2.849 -1.877 1.552
H -1.534 -2.161 -0.719
H -2.655 -3.760 -2.345
H -3.711 -4.280 -1.066
H -1.614 -6.055 -2.353
H -2.952 -6.395 -1.216
H -1.250 -6.840 -0.804
H -4.333 -1.697 -0.409
H -3.217 -0.656 -1.055
C 5.262 2.221 3.489
C 4.056 1.369 3.870
C 2.910 2.276 4.140
O 1.770 1.586 4.597
C 1.935 1.065 5.895
N 3.774 0.504 2.717
H 6.166 1.614 3.350
H 5.456 2.977 4.266
H 5.003 2.746 2.573
H 4.259 0.703 4.731
H 2.649 2.834 3.226
H 3.244 3.019 4.876
H 0.952 0.759 6.240
H 2.275 1.891 6.532
H 2.704 0.278 5.930
H 4.601 -0.062 2.561
H 3.045 -0.164 2.881
C -1.644 1.305 6.654
C -3.112 1.111 6.725
C -3.394 -0.360 7.050
O -2.950 -1.252 6.090
C -3.855 -1.438 5.036
N -3.751 1.948 7.752
H -1.429 2.396 6.423
H -1.273 0.670 5.874
H -1.206 1.155 7.621
H -3.612 1.321 5.780
H -4.455 -0.422 7.336
H -2.852 -0.529 7.969
H -3.507 -2.307 4.475
H -3.873 -0.602 4.355
H -4.897 -1.638 5.372
H -3.384 1.603 8.628
H -4.754 2.020 7.722
C 1.339 -0.709 -1.136
C 0.259 0.059 -0.359
C 0.120 -0.313 1.110
O -0.855 0.438 1.746
C -0.921 0.249 3.136
N 0.435 1.531 -0.556
H 1.272 -0.281 -2.150
H 1.185 -1.788 -1.274
H 2.392 -0.596 -0.765
H -0.628 -0.280 -0.867
H 1.112 -0.113 1.531
H -0.005 -1.402 1.256
H 0.066 0.313 3.643
H -1.414 -0.719 3.397
H -1.483 1.093 3.580
H 1.240 1.803 0.007
H -0.391 2.029 -0.221
C 0.632 2.927 -5.242
C 0.486 2.890 -3.726
C -0.454 4.025 -3.239
O -0.035 1.669 -3.325
H 1.301 3.735 -5.526
H -0.283 3.055 -5.777
H 1.033 1.973 -5.623
H 1.526 2.991 -3.408
H -0.085 4.992 -3.602
H -0.509 4.093 -2.151
H -1.479 3.889 -3.616
H 0.189 1.526 -2.399
C 6.878 -0.857 -0.982
C 5.598 -1.089 -0.064
C 4.804 -2.243 -0.647
O 5.910 -1.337 1.336
H 6.643 -0.509 -1.986
H 7.411 -1.797 -1.148
H 7.535 -0.203 -0.416
H 4.980 -0.166 -0.045
H 3.891 -2.407 -0.037
H 5.297 -3.218 -0.711
H 4.408 -2.022 -1.625
H 6.568 -2.022 1.428
C 2.681 -5.745 -1.651
C 1.458 -5.313 -0.901
C 1.812 -4.819 0.471
O 0.834 -4.297 -1.662
H 3.130 -6.560 -1.101
H 3.414 -4.940 -1.788
H 2.463 -6.163 -2.617
H 0.858 -6.230 -0.782
H 2.416 -3.945 0.366
H 2.385 -5.640 0.967
H 0.917 -4.584 1.074
H -0.108 -4.351 -1.421
```

Its total energy is -2937.0231 Eh. The total charge is 0. The relative energy (zero: lowest compared OMol25 entry of this formula, charge and spin) comes out at 0.00 kcal/mol.

***

Here is a 8-piece molecular cluster, C27H40ClO25PS2 overall at a distorted geometry from OMol25. Energies are from ωB97M-V/def2-TZVPD.

The geometry in XYZ format:
```
96
C27H40ClO25PS2 | OMol25 | ωB97M-V/def2-TZVPD
O -2.306 -1.011 2.515
C -3.443 -1.038 2.142
C -4.326 0.186 2.043
C -3.612 1.496 1.631
C -2.595 1.390 0.488
C -1.937 2.776 0.237
S -0.236 2.872 0.782
O 0.135 4.240 1.031
O 0.591 2.078 -0.095
Cl -0.261 1.899 2.577
O -4.099 -2.233 1.947
C -4.118 -2.742 0.617
P -2.477 -3.383 0.025
S -1.536 -4.419 1.367
H -4.715 0.314 3.071
H -5.214 0.002 1.422
H -3.167 1.972 2.515
H -4.399 2.185 1.277
H -1.800 0.662 0.681
H -3.090 1.103 -0.450
H -1.866 3.023 -0.825
H -2.466 3.561 0.801
H -4.565 -2.021 -0.094
H -4.770 -3.630 0.620
H -2.792 -4.152 -1.107
H -1.773 -2.255 -0.425
O -2.800 5.156 -2.185
C -1.643 5.371 -2.360
O -0.816 4.549 -3.049
C 0.442 5.221 -3.223
C 0.433 6.214 -2.081
O -0.974 6.439 -1.890
H 1.258 4.506 -3.168
H 0.449 5.707 -4.201
H 0.845 5.785 -1.169
H 0.947 7.143 -2.312
O -1.475 -1.387 -2.970
C -0.724 -0.681 -3.562
O -0.635 0.659 -3.409
C 0.542 1.120 -4.094
C 0.741 0.027 -5.125
O 0.159 -1.113 -4.485
H 0.368 2.099 -4.531
H 1.354 1.189 -3.373
H 0.192 0.222 -6.048
H 1.783 -0.167 -5.359
O 2.974 3.078 -3.841
C 3.833 2.561 -4.481
O 3.622 1.867 -5.620
C 4.894 1.594 -6.225
C 5.832 1.669 -5.036
O 5.144 2.582 -4.170
H 4.877 0.620 -6.707
H 5.097 2.365 -6.969
H 5.935 0.713 -4.522
H 6.817 2.058 -5.279
O 1.985 -7.203 6.549
C 1.803 -6.354 5.740
O 2.085 -5.042 5.925
C 1.954 -4.372 4.667
C 1.010 -5.285 3.912
O 1.289 -6.559 4.507
H 1.561 -3.369 4.814
H 2.938 -4.310 4.200
H -0.038 -5.035 4.082
H 1.196 -5.317 2.842
O 3.538 8.120 -2.198
C 3.909 7.068 -1.791
O 4.839 6.890 -0.829
C 4.833 5.508 -0.447
C 4.262 4.832 -1.678
O 3.446 5.875 -2.230
H 5.842 5.188 -0.201
H 4.192 5.391 0.428
H 5.024 4.569 -2.411
H 3.653 3.960 -1.463
O -4.152 1.327 8.148
C -3.289 1.069 7.380
O -3.483 0.536 6.148
C -2.245 0.581 5.434
C -1.229 0.629 6.558
O -1.967 1.264 7.605
H -2.146 -0.291 4.791
H -2.227 1.484 4.821
H -0.931 -0.367 6.891
H -0.342 1.210 6.319
O -2.216 -6.672 -0.782
C -1.940 -7.794 -0.526
O -0.859 -8.173 0.193
C -0.985 -9.561 0.507
C -1.909 -10.053 -0.591
O -2.664 -8.879 -0.899
H -0.007 -10.035 0.500
H -1.427 -9.657 1.500
H -1.364 -10.364 -1.484
H -2.573 -10.853 -0.276
```

Its total energy is -4531.8207 Eh. The total charge is 0. The SMILES is O=C(CCCCS(=O)(=O)Cl)OC[PH2]=S.O=C1OCCO1.O=C1OCCO1.O=C1OCCO1.O=C1OCCO1.O=C1OCCO1.O=C1OCCO1.O=C1OCCO1.

***

Here is an isolated ion of composition C9H13O3 and charge -1 at a distorted geometry from OMol25. Energies are from ωB97M-V/def2-TZVPD.

The geometry in XYZ format:
```
25
C9H13O3 | OMol25 | ωB97M-V/def2-TZVPD
C 0.209 -2.093 -1.844
C 0.047 -0.895 -1.298
C 0.073 0.366 -2.105
C -0.192 -0.706 0.155
C 0.875 -0.009 0.909
O 2.159 -0.473 0.705
O 0.540 0.354 2.238
C 0.891 1.412 1.275
C -0.240 2.377 0.921
O 2.090 1.915 1.345
C -0.889 -1.807 0.931
C -1.608 -0.529 0.646
H 0.373 -2.217 -2.903
H 0.209 -2.994 -1.255
H -0.903 0.852 -2.065
H 0.806 1.050 -1.682
H 0.322 0.160 -3.145
H 2.644 0.406 0.923
H -1.068 1.892 0.412
H 0.190 3.125 0.256
H -0.605 2.874 1.818
H -0.541 -1.952 1.943
H -1.213 -2.708 0.432
H -2.401 -0.539 -0.091
H -1.770 0.136 1.480
```

Its total energy is -576.4296 Eh. The total charge is -1. The relative energy (zero: lowest compared OMol25 entry of this formula, charge and spin) comes out at 26.18 kcal/mol. The SMILES is C=C(C)C1([C@]2(O)O[C@@]2(C)[O-])CC1.

***

Here is a 8-piece molecular cluster, C31H65FNO20PS overall at a distorted geometry from OMol25. Energies are from ωB97M-V/def2-TZVPD.

The geometry in XYZ format:
```
120
C31H65FNO20PS | OMol25 | ωB97M-V/def2-TZVPD
C -1.010 -8.095 -6.390
C -0.639 -8.222 -4.924
O -1.773 -8.519 -4.126
C 0.063 -6.969 -4.397
N -0.851 -5.791 -4.428
P -0.226 -4.539 -5.425
O -0.217 -5.008 -6.809
O -1.105 -3.320 -5.016
O 1.236 -4.162 -4.891
S -1.574 -5.346 -2.986
O -0.810 -4.387 -2.272
O -2.966 -5.205 -3.184
F -1.367 -6.677 -2.196
H -1.382 -9.054 -6.756
H -0.154 -7.804 -6.998
H -1.792 -7.345 -6.525
H 0.066 -9.054 -4.805
H -2.568 -8.330 -4.634
H 0.900 -6.763 -5.067
H 0.471 -7.121 -3.401
H -0.651 -2.443 -5.109
H 1.895 -4.652 -5.398
C -1.598 -0.490 -0.872
C -0.260 -0.983 -1.361
O -0.265 -1.285 -2.769
C -0.087 -0.371 -3.705
C -0.059 1.091 -3.358
O 0.002 -0.745 -4.860
H -1.877 0.457 -1.335
H -1.554 -0.327 0.203
H -2.373 -1.223 -1.100
H 0.541 -0.277 -1.132
H -0.002 -1.931 -0.899
H -1.065 1.486 -3.500
H 0.608 1.591 -4.057
H 0.254 1.300 -2.339
C -2.391 1.818 5.198
C -1.106 1.239 4.651
O -1.175 1.034 3.229
C -0.990 2.035 2.342
C -0.986 3.457 2.830
O -0.910 1.732 1.180
H -2.589 2.802 4.782
H -2.340 1.908 6.284
H -3.229 1.170 4.933
H -0.247 1.860 4.911
H -0.908 0.246 5.052
H -2.004 3.844 2.755
H -0.337 4.040 2.179
H -0.649 3.576 3.855
C -1.511 -2.876 3.526
C -0.102 -2.324 3.554
O 0.442 -2.292 4.881
C 1.043 -3.357 5.453
C 0.972 -4.707 4.778
O 1.579 -3.206 6.516
H -1.545 -3.918 3.848
H -1.916 -2.815 2.516
H -2.151 -2.298 4.193
H 0.561 -2.859 2.873
H -0.113 -1.282 3.237
H 0.130 -5.253 5.204
H 1.885 -5.246 5.018
H 0.851 -4.671 3.699
C 2.637 -0.745 -6.828
C 3.606 -1.904 -6.776
O 4.551 -1.899 -7.854
C 5.688 -1.162 -7.806
C 5.868 -0.149 -6.703
O 6.494 -1.313 -8.684
H 3.154 0.211 -6.733
H 1.915 -0.828 -6.016
H 2.100 -0.744 -7.777
H 4.129 -1.951 -5.819
H 3.071 -2.846 -6.896
H 5.538 0.824 -7.061
H 6.928 -0.079 -6.473
H 5.330 -0.374 -5.789
C -8.471 2.454 4.990
C -7.185 1.659 4.910
O -6.247 2.232 3.992
C -5.406 3.227 4.341
C -5.570 3.935 5.664
O -4.562 3.561 3.552
H -8.300 3.458 5.378
H -9.182 1.950 5.646
H -8.916 2.545 3.999
H -6.726 1.524 5.890
H -7.378 0.666 4.507
H -6.163 4.834 5.492
H -4.581 4.236 6.002
H -6.050 3.344 6.439
C 5.187 1.296 -0.864
C 6.403 1.051 -1.732
O 6.102 1.160 -3.129
C 6.091 2.342 -3.786
C 6.194 3.634 -3.012
O 5.944 2.322 -4.977
H 4.810 2.313 -0.976
H 5.439 1.139 0.185
H 4.388 0.607 -1.136
H 7.235 1.705 -1.468
H 6.752 0.027 -1.616
H 5.182 3.997 -2.828
H 6.706 4.357 -3.641
H 6.714 3.556 -2.062
C 1.180 7.534 5.755
C 0.147 7.138 4.722
O -0.657 6.032 5.152
C -1.749 6.170 5.931
C -2.052 7.504 6.567
O -2.422 5.196 6.136
H 0.716 7.886 6.676
H 1.812 8.332 5.364
H 1.811 6.679 6.001
H -0.486 7.978 4.431
H 0.633 6.776 3.818
H -1.626 7.503 7.570
H -3.132 7.594 6.653
H -1.666 8.362 6.025
```

Its total energy is -3619.3075 Eh. The total charge is 0. The SMILES is C[C@H](O)CN(P(=O)(O)O)S(=O)(=O)F.CCOC(C)=O.CCOC(C)=O.CCOC(C)=O.CCOC(C)=O.CCOC(C)=O.CCOC(C)=O.CCOC(C)=O.